1.
{
  "formula": "CHF4NO4S2Sc",
  "method": "wB97M-V/def2-TZVPD",
  "elements": ["Sc", "S", "S", "F", "F", "F", "F", "O", "O", "O", "O", "N", "C", "H"],
  "positions_angstrom": [[-0.8873, -1.6077, 1.5413], [-1.7759, 0.3633, 0.0519], [1.0655, 0.2412, -0.1302], [-1.2565, 0.2324, 3.8221], [0.4374, -1.3525, -2.1266], [2.5501, -1.1562, -1.7834], [1.4549, 0.4681, -2.6975], [-2.2894, 0.0114, -1.2988], [-2.5723, 1.4398, 0.7017], [2.2836, 0.9673, 0.1890], [0.8403, -1.0177, 0.6861], [-0.2092, 1.1421, -0.1213], [1.3992, -0.5059, -1.8072], [-1.0403, 0.7743, 2.9729]],
  "nbo_charge": [1.86, 1.62, 2.14, -0.55, -0.30, -0.28, -0.27, -0.79, -0.80, -0.81, -1.10, -1.06, 0.76, 0.58],
  "total_charge": 1,
  "homo_lumo_gap_ha": [0.2769, 0.2350],
  "multiplicity": 1,
  "de_lowest_kcal_mol": 81.6
}


2.
{
  "formula": "CHFNO3S",
  "method": "wB97M-V/def2-TZVPD",
  "elements": ["S", "F", "O", "O", "O", "N", "C", "H"],
  "positions_angstrom": [[0.6004, 0.5347, -0.5728], [0.4730, -0.7081, 1.9886], [2.0188, 0.6453, -0.4210], [-0.1334, 1.8004, -0.5931], [0.2766, -0.4214, -1.6027], [-1.3576, -0.8987, 0.6215], [-0.2640, -0.4158, 0.8472], [-1.6138, -0.5364, -0.2678]],
  "nbo_charge": [2.34, -0.36, -0.99, -1.01, -1.02, -0.70, 0.37, 0.38],
  "total_charge": -1,
  "homo_lumo_gap_ha": 0.3598,
  "multiplicity": 1,
  "de_lowest_kcal_mol": 16.6
}


3.
{
  "formula": "CHFS2",
  "method": "wB97M-V/def2-TZVPD",
  "elements": ["S", "S", "F", "C", "H"],
  "positions_angstrom": [[1.0613, -0.7420, -0.0643], [-0.9325, 1.5291, -0.0589], [-1.5230, -0.9956, -0.0371], [-0.5832, -0.0275, -0.1090], [1.9774, 0.2361, 0.2693]],
  "nbo_charge": [0.03, 0.04, -0.32, 0.07, 0.17],
  "homo_lumo_gap_ha": 0.3367,
  "multiplicity": 1,
  "de_lowest_kcal_mol": 0.0
}